Below is 14 unconnected molecules or ions with the total composition C3H36N2O13S in a non-equilibrium geometry, with properties calculated with ωB97M-V/def2-TZVPD.

The geometry in XYZ format:
```
55
Properties=species:S:1:pos:R:3:forces:R:3
N 0.988365 0.503701 -1.126064 -1.0 0.4 3.4
C 0.241613 -0.677416 -0.414160 0.9 0.4 -0.6
C -0.188669 -1.740006 -1.484903 -0.7 -0.8 0.9
S 0.943819 -2.015765 -2.903798 0.0 1.6 0.2
C -1.123535 -0.342300 0.254390 -1.2 1.2 1.2
N -1.172960 1.124639 0.554247 2.1 -2.3 0.8
H 1.255341 1.217424 -0.330380 -0.3 -2.3 -1.7
H 0.253004 1.064222 -1.520651 -0.3 0.1 -1.1
H 0.991424 -1.015248 0.435993 -1.6 0.2 -1.9
H -1.226442 -1.427400 -1.918219 2.0 -0.9 0.9
H -0.278479 -2.714454 -0.836980 -0.1 1.5 -1.8
H 1.032702 -0.633414 -3.220616 0.0 -1.8 0.3
H -2.153054 -0.622437 -0.264683 3.7 0.2 0.7
H -1.147489 -0.903681 1.242074 0.0 0.7 -1.1
H -1.939135 1.298362 1.134733 -1.3 0.9 0.4
H -1.048259 1.695828 -0.243940 -0.7 0.6 -0.5
H -0.611535 3.027577 -3.337731 0.7 1.7 -1.7
H -1.567601 2.689665 -2.267615 -3.7 1.3 2.0
O -0.818585 2.410316 -2.689604 3.1 -2.8 -0.3
H -3.037329 0.672447 -3.555244 -1.3 1.5 -1.3
H -1.491222 0.570507 -3.280499 -1.0 0.2 0.0
O -2.380671 0.190663 -3.120904 2.2 -1.8 0.9
H 2.904301 1.110745 -2.106405 -1.5 -1.2 -0.2
H 4.350493 0.914090 -1.901744 4.5 -5.0 1.1
O 3.744967 1.519163 -2.048330 -3.1 6.0 -1.5
H 3.304907 -2.144616 1.416881 1.1 0.7 2.2
H 4.464823 -1.362841 2.131345 -0.8 -0.7 0.1
O 3.683203 -1.921010 2.344204 -0.2 0.0 -2.2
H 2.667238 -0.876687 -0.811466 2.1 0.3 0.6
H 3.402141 -0.038997 0.299108 0.5 -1.6 -1.7
O 3.602055 -0.748368 -0.415114 -2.4 1.1 1.1
H -3.596238 -0.567011 -0.337672 -2.0 1.6 -1.1
H -3.231541 -0.050916 -1.649269 -0.7 0.6 -0.4
O -3.944246 0.157101 -0.992452 1.3 -1.9 1.2
H -3.602636 3.383724 -0.749939 -0.6 0.5 0.6
H -3.586391 1.777442 -1.053672 0.9 2.2 -0.2
O -3.168510 2.730568 -1.272209 -0.3 -2.7 -0.3
H 1.146396 1.081035 4.662066 0.3 0.1 0.5
H 0.433087 0.683580 3.521236 -0.4 0.6 -3.4
O 0.475477 0.455417 4.398100 -0.3 -1.4 3.5
H 1.544004 -1.611618 3.449236 -0.7 -1.0 -2.1
H 0.159618 -1.681419 3.435075 -2.4 0.6 1.0
O 0.804454 -1.947572 2.823330 3.0 0.3 1.0
H -0.662361 -3.499378 2.033762 0.2 0.1 -0.2
H -1.994387 -3.304872 2.661986 -1.0 0.3 1.9
O -1.605197 -3.449769 1.834362 0.7 -0.4 -1.6
H -4.071832 -2.914332 -0.411965 2.1 1.5 -0.2
H -2.895142 -2.733883 0.509355 1.0 -0.2 0.7
O -3.198893 -2.378438 -0.322343 -3.2 -1.8 -0.4
H 3.214480 2.013814 -0.561517 1.0 0.2 -2.1
H 2.223655 2.881000 0.326370 1.0 -0.7 -0.3
O 2.823372 2.100422 0.286070 -1.7 1.3 3.3
H 2.373936 1.872292 2.333802 1.8 -0.2 0.3
H 1.067719 2.080540 2.158391 -2.1 0.3 -0.6
O 1.645743 2.097565 2.903973 0.6 0.5 -0.3
```
Positions in Å, forces in eV/Å.

## Properties
multiplicity: 1
orbital gap: 0.3299 Eh
total charge: 0
strongest force on any atom: 6.91 eV Å⁻¹